A:
Density functional theory data (ωB97M-V with the def2-TZVPD basis set) for an isolated molecule of C4H13N3.

SMILES = C[C@@H](N)CNCN
Highest occupied orbital energy = -0.3245 Ha
LUMO energy = 1.08 eV
M = 103.2 g mol⁻¹

```
! wB97M-V def2-TZVPD RIJCOSX def2/J DEFGRID3
* xyz 0 1
N -2.4423 -0.4917 -0.9524
N -1.0737 0.2612 0.9237
N 2.5536 0.5659 0.0475
C 0.2049 0.8579 0.5021
C -2.2238 0.5083 0.0734
C 1.3356 -0.1663 0.3748
C 1.0546 -1.2294 -0.6747
H 0.5167 1.5967 1.2498
H 1.4064 -0.6605 1.3618
H 0.4537 -0.8358 -1.4929
H 0.0909 1.3500 -0.4627
H 2.9436 1.0666 0.8360
H -1.8557 -0.3074 -1.7564
H 1.9868 -1.6704 -1.0220
H -2.1341 1.4677 -0.4487
H -2.1688 -1.4009 -0.5956
H 3.2898 -0.0358 -0.3052
H -1.2684 0.5291 1.8764
H -3.1174 0.6066 0.6873
H 0.4477 -2.0119 -0.2221
*
```


B:
Density functional theory data (ωB97M-V with the def2-TZVPD basis set) for an isolated molecule of C4H13N3.

SMILES = CNCCNCN
Highest occupied orbital energy = -0.3149 Ha
LUMO energy = 1.13 eV
M = 103.2 g mol⁻¹

```
! wB97M-V def2-TZVPD RIJCOSX def2/J DEFGRID3
* xyz 0 1
N 0.6081 -0.0248 1.0685
N 2.4783 1.4821 0.6254
N -1.6426 0.2631 -0.7443
C -2.4239 0.0464 -1.9760
C 0.2565 -1.0346 0.0994
C 1.9925 0.2992 1.3223
C -1.2704 -1.0017 -0.1155
H 3.4681 1.4527 0.4815
H -1.7104 -1.0577 0.8862
H 0.7334 -0.9537 -0.8884
H -3.1457 0.7909 -2.3055
H 2.0939 1.4566 -0.3141
H 2.0703 0.4905 2.4051
H 2.4932 -0.6718 1.2985
H 0.4529 -2.0336 0.5106
H -1.7577 -0.1887 -2.8040
H -1.5748 -1.8824 -0.6783
H 0.0392 0.7878 0.8696
H -2.2758 0.8166 -0.1794
H -3.0648 -0.8442 -1.8646
*
```


C:
Density functional theory data (ωB97M-V with the def2-TZVPD basis set) for an isolated molecule of C4H13N3.

SMILES = NCCNCCN
Highest occupied orbital energy = -0.2831 Ha
LUMO energy = 1.13 eV
M = 103.2 g mol⁻¹

```
! wB97M-V def2-TZVPD RIJCOSX def2/J DEFGRID3
* xyz 0 1
N 0.2127 2.6732 0.6248
N -0.2550 -1.5675 -2.7522
N -0.1310 -0.0468 0.0855
C 0.2714 -1.9186 -1.4419
C 0.5038 1.7873 1.7647
C -0.5861 -1.4252 -0.3245
C -0.2081 0.4606 1.4215
H 0.0390 -3.0236 -1.3683
H -0.0066 1.9847 2.7522
H -0.7087 -2.1182 0.5301
H 0.6150 3.5166 0.9149
H 0.5466 0.6419 -0.3081
H 1.2005 -1.5066 -1.1340
H -1.2740 0.5736 1.6517
H -0.7632 2.6095 0.4093
H 0.1528 -0.6671 -3.0747
H 0.0312 -0.2781 2.2094
H -1.6376 -1.1868 -0.4857
H 0.4085 -2.0847 -3.3764
H 1.5889 1.5758 1.9014
*
```


D:
Density functional theory data (ωB97M-V with the def2-TZVPD basis set) for a cluster of 2 separate species, C4H13N3 in total.

SMILES = CN1C[C@]1(C)N.N
Highest occupied orbital energy = -0.3326 Ha
LUMO energy = 0.99 eV
M = 103.2 g mol⁻¹

```
! wB97M-V def2-TZVPD RIJCOSX def2/J DEFGRID3
* xyz 0 1
N 2.5786 -1.4344 1.7194
N 0.1694 0.0673 0.2323
N -1.0370 -1.2933 -1.4195
C -1.1319 -0.1755 0.8150
C -1.5670 1.0860 -1.4142
C -0.9866 -0.0842 -0.6549
C 0.8037 1.3484 0.4211
H 2.4676 -2.4186 1.9458
H 0.1071 2.1318 0.7412
H 1.2697 1.6544 -0.5146
H 1.5789 1.2388 1.1792
H -1.6244 0.6416 1.3334
H -0.6246 -2.0537 -0.8914
H -2.5891 0.8341 -1.7066
H 3.2328 -1.3785 0.9491
H -1.2569 -1.1391 1.2918
H -0.9790 1.2778 -2.3165
H 1.6824 -1.1016 1.3782
H -1.5824 1.9878 -0.8059
H -0.5114 -1.1891 -2.2829
*
```


Relative energies, in eV, with the most stable structure set to zero: A 0.000; B 0.855; C 2.218; D 0.654.